No. 1
40
Properties=species:S:1:pos:R:3:forces:R:3 method="wB97M-V/def2-TZVPD" multiplicity=3 mol_weight_g_mol=654.95 e_lumo_ev="-8.5 / -9.1" total_charge=+2 relative_energy_kj_mol=0.00
Mo -0.13608 -0.03294 -0.01493 -0.4 -0.5 0.4
C 1.91143 2.06433 2.27474 0.3 -0.2 0.0
C 0.59414 1.67175 1.70511 -0.3 0.3 -0.2
C 0.14899 2.22798 0.47118 -0.5 0.6 0.6
C -1.20002 2.08535 0.07879 0.0 0.2 0.6
C -2.03068 1.15674 0.72961 -0.2 0.5 0.4
C -1.57501 0.55495 1.92529 -0.2 0.6 0.1
C -0.31899 0.88367 2.43969 -0.1 0.1 -0.3
H 2.61548 2.37593 1.50570 0.0 0.0 0.0
H 2.35436 1.26999 2.87313 0.0 0.0 0.0
H 1.74631 2.92085 2.93648 -0.1 0.0 0.0
H 0.76138 2.98311 -0.00469 0.2 -0.3 -0.2
H -1.61635 2.75636 -0.65683 0.2 -0.3 -0.3
H -3.06850 1.05295 0.44328 0.1 -0.2 -0.2
H -2.25779 -0.04440 2.51015 0.1 -0.3 -0.1
H -0.03677 0.52720 3.42245 0.1 -0.3 -0.1
Cl 0.19411 -1.86766 -6.85006 0.0 0.0 -0.1
C 0.40284 -1.65330 -5.17379 0.2 -0.1 0.3
C 1.20399 -2.51980 -4.46905 -0.1 0.0 -0.3
C 1.39928 -2.37457 -3.08753 0.2 0.2 1.0
I 2.65578 -3.63173 -2.01075 -0.2 0.1 -0.2
C 0.75328 -1.34548 -2.43162 -0.4 0.0 -1.3
O 0.79563 -1.05082 -1.13078 1.7 -1.0 -0.4
C -0.08846 -0.45857 -3.12421 0.2 -0.2 0.1
N -0.68572 0.49052 -2.34722 0.0 0.0 0.4
C -1.42088 1.39667 -2.99016 -0.1 -0.1 0.1
C -1.62436 1.38371 -4.36718 0.0 0.0 -0.1
C -1.06504 0.39039 -5.13868 0.0 0.0 0.1
C -0.26070 -0.57466 -4.51536 0.0 0.1 0.0
H 1.70442 -3.32492 -4.98928 0.0 0.0 0.0
H -1.89234 2.17331 -2.40742 0.0 -0.1 -0.1
H -2.22936 2.16011 -4.81263 0.0 0.0 0.0
H -1.23460 0.35362 -6.20661 0.0 0.0 0.0
Cl -0.65703 -5.07908 0.78922 0.0 0.2 0.0
C -0.80550 -3.37326 1.05404 0.4 0.1 0.1
Cl -1.54813 -2.61013 -0.41560 -0.3 0.2 0.0
Cl -1.81911 -3.00590 2.44958 0.0 -0.1 0.0
C 0.60799 -2.68614 1.26141 -0.5 -1.3 -0.2
O 1.58546 -3.34422 1.39196 0.0 0.4 0.1
O 0.50714 -1.37571 1.31438 0.0 1.2 0.0


No. 2
92
Properties=species:S:1:pos:R:3:forces:R:3 method="wB97M-V/def2-TZVPD" multiplicity=1 mol_weight_g_mol=834.07 smiles="CC(=O)OCCC[C@@H]1OC(=O)[C@H](CCCCl)[C@@H]1Br.O=[N+]([O-])c1ccccc1.O=[N+]([O-])c1ccccc1.O=[N+]([O-])c1ccccc1.O=[N+]([O-])c1ccccc1" e_lumo_ev=-0.9
C 1.29585 -8.10542 3.12408 -0.4 0.1 0.6
C -0.18032 -8.38074 3.06127 -0.5 -1.5 -1.0
O -0.63137 -9.21250 2.29802 0.3 1.1 0.9
O -0.98982 -7.64080 3.88121 0.5 0.1 -0.5
C -1.72216 -6.64070 3.14450 0.4 0.3 0.6
C -1.04648 -5.29275 3.32532 -0.3 0.2 -0.2
C -1.80780 -4.19460 2.56820 -0.9 -0.4 -0.2
C -1.01788 -3.62104 1.43318 0.3 -1.2 0.0
O -1.70221 -2.68690 0.61234 0.3 1.4 0.3
C -0.73069 -2.27417 -0.26538 -0.2 1.3 -1.2
O -0.65723 -1.14537 -0.71805 -0.3 -2.3 0.7
C 0.22599 -3.46649 -0.49256 -0.4 -0.1 0.5
C 0.58059 -3.79151 -1.91426 0.3 0.0 -0.5
C 1.55634 -4.96094 -2.08748 0.2 0.0 0.0
C 2.65568 -4.95697 -1.04565 -0.6 0.6 -0.1
Cl 4.01629 -5.99393 -1.48603 0.1 -0.1 0.1
C -0.40355 -4.55031 0.38049 -0.1 0.2 0.9
Br -1.67318 -5.71704 -0.50432 -0.1 0.2 -0.1
H 1.83566 -9.03375 3.03472 0.2 -0.2 -0.2
H 1.52859 -7.46328 2.28283 0.2 0.1 -0.2
H 1.57605 -7.60534 4.04026 0.0 0.2 0.2
H -2.69489 -6.57492 3.61192 -0.4 -0.2 -0.2
H -1.78308 -6.90682 2.09892 -0.3 -0.3 -0.2
H -1.05627 -5.08799 4.38717 0.2 0.2 0.2
H -0.01017 -5.32291 3.00014 0.3 -0.1 0.1
H -2.12121 -3.41994 3.25567 0.0 0.4 0.0
H -2.72709 -4.61840 2.16550 -0.2 0.0 -0.1
H -0.13051 -3.17241 1.89559 0.0 0.4 0.0
H 1.09697 -3.17680 0.09384 0.5 0.1 -0.2
H -0.30033 -4.00915 -2.50372 -0.4 0.0 0.0
H 1.02390 -2.91683 -2.37650 0.1 0.3 0.0
H 1.05417 -5.91966 -2.09561 -0.2 -0.2 0.1
H 2.02529 -4.85250 -3.05708 0.1 0.0 -0.3
H 2.98903 -3.93531 -0.91780 0.6 0.2 -0.1
H 2.26412 -5.25110 -0.08539 0.1 -0.4 0.3
H 0.26197 -5.19972 0.92903 0.5 -0.3 -0.5
O -4.12322 0.51023 5.31178 -0.1 0.1 0.1
N -3.55366 -0.02856 4.38752 0.0 0.0 -0.1
O -2.89912 -1.04872 4.48786 0.1 -0.1 0.0
C -3.65824 0.59101 3.05998 0.0 0.1 -0.2
C -4.36749 1.77018 2.91652 -0.1 0.2 0.1
C -4.44416 2.35591 1.66337 0.1 -0.1 -0.1
C -3.81919 1.76045 0.57344 0.2 -0.2 0.3
C -3.11771 0.57228 0.73809 -0.2 0.2 0.0
C -3.03606 -0.01741 1.98767 0.1 -0.2 -0.1
H -4.85291 2.23048 3.76385 0.0 -0.1 0.1
H -4.99032 3.27905 1.53443 0.0 0.0 0.0
H -3.87262 2.21500 -0.39802 0.0 0.0 -0.1
H -2.63278 0.10288 -0.10423 0.1 0.0 0.0
H -2.49190 -0.93954 2.11251 0.0 0.0 0.1
O -4.21493 3.69543 -2.66080 0.1 0.0 -0.1
N -4.87163 4.18815 -1.76840 0.0 0.0 0.0
O -5.56971 3.55004 -1.00450 -0.2 0.1 0.0
C -4.81354 5.64451 -1.59300 0.0 0.2 0.0
C -4.04872 6.39825 -2.46456 0.1 0.0 -0.1
C -4.01150 7.77482 -2.30816 -0.2 -0.3 0.2
C -4.73330 8.37419 -1.28586 0.0 0.0 0.0
C -5.49009 7.60167 -0.41370 0.1 0.1 -0.1
C -5.53365 6.22604 -0.56533 -0.1 0.0 0.2
H -3.48902 5.92754 -3.25896 -0.1 -0.1 0.0
H -3.42975 8.37654 -2.97894 -0.2 -0.2 0.0
H -4.70581 9.44996 -1.17091 0.0 0.0 0.0
H -6.04953 8.07185 0.38311 0.0 0.0 0.0
H -6.12340 5.62272 0.10829 0.0 -0.1 -0.1
O -2.66285 10.25633 -3.22845 0.1 0.2 -0.2
N -2.05724 9.77618 -4.17089 0.2 0.4 0.0
O -2.49801 8.92267 -4.91048 -0.1 -0.1 -0.1
C -0.69783 10.26649 -4.42672 0.2 0.1 0.0
C -0.15522 11.21534 -3.58004 0.0 0.1 0.2
C 1.13508 11.65962 -3.81372 0.1 -0.1 -0.1
C 1.86083 11.15643 -4.88512 0.0 0.0 0.0
C 1.29596 10.21023 -5.72972 0.0 0.1 0.1
C 0.00716 9.75845 -5.50202 0.0 -0.1 -0.2
H -0.72266 11.60429 -2.74827 -0.1 -0.1 0.0
H 1.57602 12.39707 -3.15813 0.0 0.0 0.0
H 2.87045 11.50215 -5.06189 0.0 0.0 0.0
H 1.86151 9.82171 -6.56473 0.0 0.0 0.0
H -0.43441 9.02090 -6.15499 -0.1 0.0 0.1
O 5.32750 -5.12937 2.22096 -0.2 -0.2 0.1
N 6.03700 -4.18229 1.95961 0.0 0.0 0.0
O 5.68705 -3.02223 2.01771 0.0 0.1 0.0
C 7.41587 -4.46051 1.53456 0.2 0.0 -0.1
C 7.83065 -5.77391 1.42089 0.0 -0.2 0.0
C 9.12429 -6.03295 0.99973 0.1 0.1 0.0
C 9.98273 -4.98306 0.70279 0.0 0.0 0.0
C 9.55079 -3.66988 0.83105 0.0 -0.1 0.0
C 8.25786 -3.40239 1.24914 0.1 0.2 0.0
H 7.15976 -6.58725 1.65223 -0.1 0.1 0.0
H 9.46215 -7.05482 0.90036 0.0 0.0 0.0
H 10.99107 -5.18887 0.36928 0.0 0.0 0.0
H 10.22105 -2.85343 0.60196 0.0 0.0 0.0
H 7.91714 -2.38289 1.34749 -0.1 0.0 0.0


No. 3
79
Properties=species:S:1:pos:R:3:forces:R:3 method="wB97M-V/def2-TZVPD" multiplicity=1 mol_weight_g_mol=550.52 smiles="CC(=O)N(C)[C@@]1(CN)CCOC1=O.CCOP(=O)(OCC)OCC.CCOP(=O)(OCC)OCC" e_lumo_ev=-1.2
C -5.91427 -2.84533 -3.03347 0.4 -1.0 0.5
C -5.31650 -2.47527 -4.39829 0.1 -0.1 0.4
O -6.05560 -2.48212 -5.33024 -0.9 0.1 -1.1
N -3.95358 -2.07356 -4.64719 -0.7 0.5 1.9
C -3.99491 -0.63989 -4.98872 -0.2 1.1 -0.5
C -3.03745 -2.36585 -3.55208 3.4 0.2 -0.1
C -2.89204 -3.91726 -3.22894 -1.5 0.0 -0.2
N -3.04284 -4.64138 -4.50481 0.3 -0.2 0.7
C -1.54412 -2.03403 -4.00343 1.3 0.8 0.1
C -0.90450 -1.11794 -2.90756 0.9 -1.4 0.8
O -1.82713 -1.11634 -1.79437 -0.3 0.2 -1.6
C -3.07150 -1.40029 -2.30679 0.5 -0.3 0.4
O -3.99650 -0.86908 -1.79608 -1.5 0.0 0.1
H -6.38642 -3.84260 -3.14750 0.2 0.5 -0.1
H -5.19943 -2.93359 -2.20591 -0.3 0.3 -0.3
H -6.72475 -2.16810 -2.71943 0.5 0.0 -0.5
H -4.38960 -0.00184 -4.16688 0.3 -0.4 -0.2
H -3.01404 -0.23065 -5.28720 -0.3 -0.5 0.2
H -4.66654 -0.45672 -5.84462 0.3 -0.5 0.3
H -3.70901 -4.27305 -2.57947 0.4 0.3 -0.1
H -1.93906 -4.13143 -2.71963 -0.4 0.4 0.0
H -3.54154 -5.50981 -4.33677 0.2 0.1 -0.2
H -2.13663 -4.86106 -4.90466 -0.2 0.0 -0.1
H -1.41253 -1.53099 -4.97318 -0.5 -0.4 0.3
H -0.84224 -2.88752 -4.00599 -0.9 0.0 -0.4
H -0.01491 -1.58781 -2.44145 -0.2 0.2 -0.7
H -0.56225 -0.13047 -3.26388 -0.8 -0.1 0.4
C -0.51906 -1.33244 2.14319 0.0 0.0 -0.2
C -0.01001 -0.12646 2.91441 0.3 -0.3 0.0
O -1.01214 0.87808 3.04002 -0.5 -0.5 0.3
P -2.23405 0.65328 4.12859 2.7 7.1 -2.1
O -1.42991 0.41999 5.38166 -2.3 -3.3 -0.4
O -2.68189 2.21496 4.44731 -0.5 -0.6 0.1
C -2.87153 2.63634 5.80035 0.4 0.1 0.2
C -1.65587 3.39581 6.30074 0.0 0.3 0.0
O -3.39549 0.57725 2.95531 0.1 -2.8 2.4
C -3.42945 1.52349 1.87571 0.1 0.4 -0.9
C -2.90051 0.90995 0.59468 0.4 0.0 0.2
H -1.45899 -1.70467 2.56013 0.1 -0.1 0.1
H 0.21869 -2.13685 2.16007 0.0 0.0 0.1
H -0.70953 -1.07349 1.10068 0.0 0.0 0.0
H 0.35859 -0.42963 3.89703 -0.1 0.1 0.1
H 0.83118 0.32063 2.38092 -0.1 0.1 0.0
H -3.09146 1.78365 6.44313 0.1 0.0 0.0
H -3.74772 3.28739 5.82330 0.0 0.0 -0.2
H -0.72468 2.89962 6.03111 -0.1 -0.2 0.1
H -1.68665 3.50698 7.38628 0.0 0.0 0.0
H -1.62346 4.39194 5.85334 0.0 0.0 0.0
H -2.89259 2.44065 2.11025 0.0 -0.1 0.3
H -4.48048 1.78756 1.74062 0.0 -0.2 0.3
H -1.81051 0.91210 0.58462 0.0 0.0 0.0
H -3.23136 1.48465 -0.27221 -0.1 0.0 0.1
H -3.22994 -0.12063 0.48233 -0.2 0.1 -0.1
C 3.57877 3.77335 0.24866 0.1 0.1 0.0
C 3.93039 2.65020 -0.71193 -0.2 0.1 -0.2
O 5.02008 1.86450 -0.23534 -0.4 0.2 0.6
P 4.74560 0.77991 0.98795 5.8 -0.5 -6.2
O 3.63406 0.01111 0.31311 -1.7 0.9 3.7
O 5.95318 -0.31801 0.71619 -0.4 0.0 1.0
C 5.65407 -1.71689 0.71991 -0.1 -0.2 -0.4
C 5.52202 -2.24012 -0.69917 0.2 -0.1 -0.2
O 5.75578 1.61568 2.00440 -3.3 -0.8 1.5
C 7.03780 2.08804 1.56825 0.7 0.5 -0.2
C 7.01646 3.58097 1.30500 -0.2 0.1 -0.3
H 3.42988 3.39762 1.26463 -0.1 0.0 0.0
H 2.67040 4.28403 -0.07524 0.0 -0.1 0.0
H 4.38061 4.51079 0.29251 0.0 0.0 0.0
H 3.05718 2.02150 -0.89816 0.1 -0.1 0.1
H 4.23320 3.06859 -1.67359 0.1 -0.1 0.0
H 4.75029 -1.91698 1.29626 0.0 0.1 -0.1
H 6.47475 -2.22847 1.22622 0.1 0.2 0.0
H 4.92636 -1.57733 -1.32540 -0.2 0.0 0.2
H 5.06149 -3.22984 -0.70701 0.0 0.0 0.0
H 6.50651 -2.31475 -1.16642 0.0 0.0 0.0
H 7.40135 1.55106 0.69465 -0.2 -0.1 0.0
H 7.72777 1.88112 2.38905 -0.2 -0.2 0.1
H 6.58906 3.79891 0.32703 0.0 0.0 0.0
H 8.03160 3.98355 1.31041 0.0 -0.1 0.1
H 6.42008 4.10528 2.05297 0.1 0.0 0.1


No. 4
12
Properties=species:S:1:pos:R:3:forces:R:3 method="wB97M-V/def2-TZVPD" multiplicity=1 mol_weight_g_mol=73.09 e_lumo_ev=0.7 relative_energy_kj_mol=787.99
C 0.03091 -0.87109 -0.55469 -3.0 4.1 0.5
C 1.13975 -0.45945 0.23180 -0.2 -3.6 -1.9
N -2.23494 1.08119 -0.51867 -1.7 2.4 -1.9
C 2.01938 0.12436 0.99965 0.1 0.3 0.0
O -0.96449 0.57020 -0.24610 0.5 -0.7 1.5
H -2.35276 2.00919 -0.09446 1.1 -0.4 -0.2
H -3.18975 0.73969 -0.38640 1.0 -2.0 0.7
H 0.12462 -0.75705 -1.62952 0.2 -0.5 0.1
H -0.65795 -1.59347 -0.13059 0.4 -0.2 -0.1
H 1.26265 -1.63190 -0.31687 1.9 0.8 1.5
H 1.88272 1.14930 1.33165 -0.3 -0.2 0.1
H 2.93985 -0.36098 1.31420 -0.2 0.0 -0.3


No. 5
16
Properties=species:S:1:pos:R:3:forces:R:3 method="wB97M-V/def2-TZVPD" multiplicity=1 mol_weight_g_mol=103.12 e_lumo_ev=-8.9 total_charge=+2 relative_energy_kj_mol=96.19
C 0.20051 0.68502 2.10814 4.0 -1.5 -2.2
C -0.76665 -0.07195 -0.39325 0.2 0.7 -0.6
C 0.46728 0.49334 0.13028 -0.9 -0.9 2.7
N -1.74446 0.75132 -0.68864 1.1 3.3 0.6
N -0.88443 -1.35952 -0.58041 -0.3 -0.4 0.6
N 1.68105 -0.33585 0.24671 2.5 2.3 -4.5
O 1.13337 0.12534 2.59098 -3.1 1.4 0.3
H -0.57887 1.39692 2.30372 -0.6 0.1 0.8
H 0.63243 1.44294 -0.27224 0.6 1.4 -0.4
H -1.78905 1.81673 -0.77006 1.1 -1.9 0.7
H -2.48060 0.44642 -1.21357 -2.6 -1.6 -1.4
H -0.13398 -1.89261 -0.13274 -1.0 -0.6 -0.7
H -1.82596 -1.73249 -0.79612 1.1 -0.4 0.2
H 2.46914 0.35110 0.29942 -0.5 0.1 0.6
H 2.18164 -0.82525 -0.58463 -2.0 -0.2 1.3
H 1.71821 -0.74076 1.13404 0.3 -1.9 2.2